Density functional theory data (ωB97M-V with the def2-TZVPD basis set) for C49H48AsF5N4O10Ti as an isolated structure.

Last column: Mulliken charge in e.
CARTESIAN COORDINATES (ANGSTROEM)
Ti1 -0.561 -0.657 -0.452  -0.820
O1 -3.889 -0.972 2.388  -0.551
C1 -2.785 -0.413 1.922  -0.086
O2 -2.149 -0.973 1.066  1.237
C2 -2.347 0.934 2.437  0.112
C3 -3.138 1.746 3.239  -0.965
C4 -2.640 2.988 3.595  -1.582
C5 -1.387 3.360 3.135  -0.742
C6 -0.666 2.465 2.351  0.010
N1 -1.140 1.275 2.014  1.119
C7 0.744 2.758 1.880  0.249
O3 1.029 4.053 1.626  -0.528
O4 1.574 1.911 1.772  -0.395
H1 -4.240 -0.500 3.153  0.406
H2 -4.126 1.457 3.573  0.526
H3 -3.219 3.655 4.218  0.485
H4 -0.971 4.316 3.428  0.605
H5 0.233 4.596 1.615  0.360
C8 4.065 -1.529 -0.221  -1.274
C9 3.411 -0.380 -0.897  0.059
N2 2.153 -0.015 -0.772  0.432
C10 1.999 1.078 -1.566  -1.180
C11 3.174 1.404 -2.186  0.729
N3 4.060 0.464 -1.739  -0.093
C12 3.629 2.431 -3.151  0.534
O5 2.723 3.294 -3.581  -0.589
O6 4.781 2.448 -3.511  -0.631
C13 0.681 1.699 -1.650  0.757
O7 0.429 2.653 -2.364  -0.959
O8 -0.218 1.127 -0.871  0.727
H6 3.607 -1.669 0.756  0.084
H7 5.135 -1.354 -0.109  0.524
H8 3.917 -2.440 -0.801  0.188
H9 5.027 0.442 -2.023  0.243
H10 1.838 3.119 -3.169  0.422
F1 0.767 -1.407 -2.813  -0.322
C14 0.347 -2.167 -1.732  0.963
F2 1.488 -2.693 -1.177  -0.249
C15 -0.295 -3.417 -2.365  -0.204
F3 -0.580 -4.323 -1.412  -0.280
F4 -1.413 -3.155 -3.035  0.029
F5 0.557 -3.999 -3.224  -0.325
C16 -4.811 -3.917 -6.674  -1.626
C17 -4.210 -2.753 -5.937  0.782
C18 -4.998 -1.852 -5.241  -1.042
C19 -4.460 -0.801 -4.507  1.243
C20 -5.466 0.236 -4.064  -1.900
C21 -3.058 -0.683 -4.391  0.890
As1 -2.013 0.359 -3.068  1.183
N4 -2.210 -0.727 -1.492  0.537
C22 -3.412 -1.423 -1.210  1.162
C23 -4.642 -0.775 -1.194  0.139
C24 -5.802 -1.448 -0.836  -1.219
C25 -5.762 -2.785 -0.481  -1.298
C26 -4.536 -3.439 -0.480  -0.838
C27 -3.381 -2.767 -0.834  -0.477
C28 -3.058 2.031 -2.881  0.294
C29 -3.574 2.625 -1.728  0.362
C30 -3.363 2.096 -0.331  -0.673
C31 -4.291 3.819 -1.828  -1.126
C32 -4.474 4.472 -3.032  0.650
C33 -5.281 5.735 -3.133  -1.595
C34 -3.857 3.928 -4.153  -1.071
C35 -3.146 2.740 -4.100  0.853
C36 -2.473 2.272 -5.366  -1.694
C37 -2.259 -1.504 -5.217  0.626
C38 -0.776 -1.317 -5.444  -2.187
C39 -2.846 -2.520 -5.960  -0.649
H11 -5.897 -3.845 -6.709  0.375
H12 -4.551 -4.856 -6.181  0.303
H13 -4.438 -3.972 -7.698  0.364
H14 -6.078 -1.943 -5.291  0.349
H15 -6.308 -0.227 -3.551  0.440
H16 -5.858 0.723 -4.961  0.517
H17 -5.054 1.013 -3.436  -0.059
H18 -4.698 0.267 -1.465  0.184
H19 -6.744 -0.912 -0.838  0.569
H20 -6.668 -3.312 -0.212  0.387
H21 -4.476 -4.484 -0.201  0.479
H22 -2.437 -3.287 -0.796  0.293
H23 -2.798 1.171 -0.330  -0.959
H24 -4.317 1.925 0.176  0.649
H25 -2.806 2.837 0.249  0.738
H26 -4.702 4.251 -0.921  0.395
H27 -5.558 6.107 -2.147  0.354
H28 -6.200 5.563 -3.696  0.308
H29 -4.726 6.519 -3.649  0.368
H30 -3.921 4.452 -5.101  0.406
H31 -2.411 3.095 -6.076  0.531
H32 -3.014 1.452 -5.841  0.195
H33 -1.454 1.923 -5.173  0.237
H34 -0.345 -0.489 -4.891  0.129
H35 -0.615 -1.130 -6.508  0.557
H36 -0.219 -2.217 -5.183  0.384
H37 -2.208 -3.148 -6.574  0.443
C40 -2.999 -2.881 6.365  -1.672
C41 -2.016 -2.578 5.267  0.810
C42 -1.837 -3.453 4.206  -0.834
C43 -0.936 -3.190 3.179  1.824
C44 -0.766 -4.224 2.099  -1.710
C45 -0.186 -2.012 3.231  0.367
C46 -0.309 -1.133 4.316  0.782
C47 0.536 0.105 4.448  -1.443
C48 -1.242 -1.423 5.304  -0.777
C49 0.804 -1.662 2.154  -0.247
O9 1.979 -1.537 2.385  -0.687
O10 0.302 -1.445 0.942  0.890
H38 -3.715 -3.642 6.057  0.378
H39 -3.552 -1.987 6.661  0.375
H40 -2.488 -3.250 7.256  0.340
H41 -2.421 -4.366 4.164  0.403
H42 -0.336 -5.131 2.528  0.488
H43 -0.116 -3.899 1.292  -0.025
H44 -1.734 -4.490 1.671  0.313
H45 0.821 0.527 3.486  -0.064
H46 1.464 -0.131 4.972  0.428
H47 0.006 0.862 5.030  0.351
H48 -1.355 -0.732 6.134  0.422

2S+1 ... 1
HOMO-LUMO gap ... 0.242 Ha
ΔE to the lowest compared entry with this formula, charge and spin ... 27.95 kcal/mol
Lowest unoccupied orbital energy ... -1.13 eV
HOMO level ... -7.7 eV

---

Density functional theory data (ωB97M-V with the def2-TZVPD basis set) for the molecule C5H7NO in a non-equilibrium geometry.

Last column: Mulliken charge in e.
CARTESIAN COORDINATES (ANGSTROEM)
O1 1.233 1.281 1.004  -0.485
C1 0.201 1.003 1.778  0.031
N1 -0.829 0.661 1.132  -0.507
C2 0.624 0.944 -0.558  -0.373
C3 0.735 -0.551 -0.865  -0.745
C4 -0.504 -1.344 -0.954  -0.304
C5 -1.488 -2.032 -1.062  0.116
H1 0.294 1.070 2.872  0.408
H2 -1.656 0.374 1.606  0.165
H3 1.439 1.516 -0.948  0.393
H4 -0.339 1.340 -0.942  0.314
H5 1.270 -0.652 -1.820  0.289
H6 1.390 -0.979 -0.104  0.292
H7 -2.371 -2.630 -1.139  0.404

2S+1 ... 1
HOMO-LUMO gap ... 0.390 Ha
SMILES string ... [H]/N=C/OCCC#C
ΔE to the lowest compared entry with this formula, charge and spin ... 94.36 kcal/mol
Lowest unoccupied orbital energy ... 1.03 eV
HOMO level ... -9.6 eV

---

Density functional theory data (ωB97M-V with the def2-TZVPD basis set) for the molecule C9H9N3S in a non-equilibrium geometry.

Last column: Mulliken charge in e.
CARTESIAN COORDINATES (ANGSTROEM)
C1 -2.856 1.259 -1.038  0.520
C2 0.626 0.720 2.544  -0.589
C3 -0.704 1.128 2.615  -0.563
C4 1.184 0.400 1.318  -0.645
C5 -1.462 1.216 1.476  -0.728
C6 0.449 0.500 0.149  0.973
C7 -0.912 0.895 0.211  0.586
C8 1.082 0.145 -1.172  -1.273
C9 -0.376 -1.614 -2.060  -0.577
N1 -3.953 1.507 -1.324  -0.644
N2 -1.622 0.937 -0.925  -0.682
N3 0.848 -1.267 -1.401  0.258
S1 1.866 -2.391 -0.856  -0.034
H1 1.225 0.666 3.439  0.380
H2 -1.139 1.370 3.573  0.376
H3 2.217 0.088 1.263  0.412
H4 -2.500 1.514 1.515  0.409
H5 0.627 0.721 -1.981  0.446
H6 2.159 0.317 -1.136  0.534
H7 -1.201 -1.004 -1.670  0.278
H8 -0.291 -1.400 -3.129  0.308
H9 -0.584 -2.673 -1.922  0.254

2S+1 ... 1
HOMO-LUMO gap (alpha / beta) ... 0.149 / 0.149 Ha
ΔE to the lowest compared entry with this formula, charge and spin ... 80.60 kcal/mol
Lowest unoccupied orbital energy (alpha / beta) ... -3.30 / -3.29 eV
HOMO level (alpha / beta) ... -7.3 / -7.4 eV

---

Density functional theory data (ωB97M-V with the def2-TZVPD basis set) for an isolated ion of composition C4H7N2 and charge +1 in a non-equilibrium geometry.

Last column: Mulliken charge in e.
CARTESIAN COORDINATES (ANGSTROEM)
C1 -2.033 0.400 0.030  -0.956
C2 1.724 0.750 -0.005  0.024
C3 1.666 -0.566 -0.016  -0.685
C4 -0.698 0.258 -0.030  0.412
N1 0.380 1.241 0.011  -0.154
N2 0.204 -0.973 -0.029  -0.024
H1 -2.750 -0.378 -0.094  0.315
H2 2.440 1.630 0.099  0.391
H3 2.363 -1.344 0.220  0.435
H4 -2.466 1.404 0.006  0.252
H5 0.015 2.145 -0.151  0.215
H6 0.107 -1.737 -0.757  0.399
H7 0.211 -1.202 0.877  0.377

Charge ... +1
2S+1 ... 1
HOMO-LUMO gap ... 0.358 Ha
SMILES string ... C=C1NC=C[NH2+]1
ΔE to the lowest compared entry with this formula, charge and spin ... 82.70 kcal/mol
Lowest unoccupied orbital energy ... -3.41 eV
HOMO level ... -13.1 eV

---

Density functional theory data (ωB97M-V with the def2-TZVPD basis set) for the molecule C5H7Cl in a non-equilibrium geometry.

Last column: Mulliken charge in e.
CARTESIAN COORDINATES (ANGSTROEM)
C1 -0.056 1.246 0.040  0.003
C2 0.907 0.149 -0.604  -0.743
C3 0.456 -1.188 -0.021  -0.420
C4 -0.897 -0.860 0.607  -0.340
C5 -1.231 0.428 0.592  -0.493
H1 0.620 1.788 0.689  0.281
H2 1.943 0.292 -0.272  0.300
H3 0.723 0.085 -1.629  0.328
H4 0.354 -1.962 -0.807  0.249
H5 1.258 -1.618 0.672  0.229
H6 -1.477 -1.661 1.018  0.400
H7 -2.145 0.803 0.945  0.452
Cl1 -0.454 2.499 -1.230  -0.244

2S+1 ... 1
HOMO-LUMO gap ... 0.396 Ha
SMILES string ... Cl[C@H]1C=CCC1
ΔE to the lowest compared entry with this formula, charge and spin ... 8.22 kcal/mol
Lowest unoccupied orbital energy ... 1.06 eV
HOMO level ... -9.7 eV

---

Density functional theory data (ωB97M-V with the def2-TZVPD basis set) for C7H11N2 as an isolated structure in a non-equilibrium geometry.

Last column: Mulliken charge in e.
CARTESIAN COORDINATES (ANGSTROEM)
C1 -0.429 -1.218 0.873  0.528
C2 -1.251 -0.622 0.012  -0.414
C3 0.852 -0.557 0.640  -0.613
C4 -2.328 -0.513 2.335  -0.406
C5 -1.517 -1.698 1.757  -0.347
C6 1.883 1.215 -2.066  -1.105
C7 0.625 0.325 -1.666  -0.360
N1 0.328 0.483 -0.269  -0.160
N2 -2.482 -0.871 0.928  0.051
H1 1.243 -0.107 1.455  0.395
H2 1.657 -1.260 0.343  0.304
H3 -3.057 -0.820 3.145  0.307
H4 -1.928 0.585 2.229  0.289
H5 -1.569 -2.663 2.152  0.411
H6 1.729 2.110 -1.435  0.350
H7 2.809 0.562 -1.965  0.291
H8 1.786 1.536 -3.067  0.380
H9 -0.243 0.868 -2.098  0.349
H10 0.695 -0.666 -1.979  0.432
H11 -3.214 -1.186 0.355  0.318

Charge ... +1
2S+1 ... 1
HOMO-LUMO gap (alpha / beta) ... 0.314 / 0.314 Ha
ΔE to the lowest compared entry with this formula, charge and spin ... 218.84 kcal/mol
Lowest unoccupied orbital energy (alpha / beta) ... -5.12 / -5.13 eV
HOMO level (alpha / beta) ... -13.7 / -13.7 eV

---

Density functional theory data (ωB97M-V with the def2-TZVPD basis set) for a 3-piece molecular cluster, C34H25ClN2O6P overall in a non-equilibrium geometry.

Last column: Mulliken charge in e.
CARTESIAN COORDINATES (ANGSTROEM)
C1 3.283 1.109 3.089  -0.995
C2 2.041 0.467 3.644  -0.424
O1 0.979 0.314 2.630  -0.281
C3 -0.012 1.180 2.835  0.456
C4 -1.233 0.791 3.326  -0.694
C5 -2.164 1.799 3.500  -0.176
N1 -1.881 3.056 3.213  0.846
P1 -3.051 4.440 3.543  0.220
O2 -4.375 3.603 3.874  -0.440
Cl1 -3.433 5.146 1.687  -0.093
N2 -0.725 3.477 2.698  -0.865
C6 0.166 2.546 2.517  -0.183
H1 3.601 0.569 2.206  0.082
H2 3.153 2.160 2.856  0.296
H3 4.078 1.018 3.824  0.452
H4 1.665 1.084 4.459  0.390
H5 2.226 -0.509 4.075  0.457
H6 -1.447 -0.235 3.569  0.498
H7 -3.146 1.579 3.886  0.539
H8 -4.626 3.751 4.796  0.376
H9 1.105 2.857 2.087  0.518
C7 -8.036 -4.287 -0.783  -0.502
C8 -6.974 -5.012 -0.256  -0.492
C9 -5.800 -4.370 0.099  -0.574
C10 -5.680 -2.998 -0.083  0.245
C11 -6.742 -2.271 -0.634  0.142
C12 -7.921 -2.920 -0.973  -0.553
C13 -6.625 -0.808 -0.880  0.623
O3 -7.539 -0.168 -1.349  -0.641
C14 -5.332 -0.139 -0.535  0.229
C15 -5.175 1.216 -0.803  -0.616
C16 -3.989 1.849 -0.473  -0.760
C17 -2.959 1.134 0.124  -0.480
C18 -3.109 -0.217 0.383  -0.680
C19 -4.293 -0.858 0.051  0.066
C20 -4.420 -2.322 0.319  0.537
O4 -3.511 -2.926 0.849  -0.668
H10 -8.954 -4.791 -1.052  0.409
H11 -7.064 -6.081 -0.120  0.411
H12 -4.973 -4.928 0.514  0.471
H13 -8.742 -2.352 -1.387  0.483
H14 -5.981 1.765 -1.270  0.521
H15 -3.856 2.901 -0.687  0.487
H16 -2.033 1.637 0.374  0.659
H17 -2.311 -0.788 0.836  0.702
C21 1.995 -0.011 -1.757  -0.690
C22 2.518 -0.283 -0.496  -0.259
C23 3.888 -0.379 -0.321  -0.745
C24 4.740 -0.210 -1.403  0.023
C25 4.215 0.044 -2.669  0.216
C26 2.841 0.152 -2.840  -0.620
C27 5.112 0.186 -3.856  0.621
O5 4.652 0.412 -4.953  -0.646
C28 6.579 0.033 -3.646  0.184
C29 7.429 0.106 -4.741  -0.575
C30 8.796 -0.021 -4.564  -0.482
C31 9.321 -0.214 -3.291  -0.490
C32 8.479 -0.293 -2.195  -0.562
C33 7.106 -0.179 -2.368  0.182
C34 6.214 -0.298 -1.183  0.544
O6 6.661 -0.464 -0.068  -0.660
H18 0.925 0.069 -1.894  0.496
H19 1.852 -0.423 0.346  0.546
H20 4.310 -0.592 0.650  0.667
H21 2.443 0.359 -3.824  0.488
H22 7.015 0.260 -5.728  0.478
H23 9.456 0.032 -5.419  0.405
H24 10.390 -0.306 -3.155  0.405
H25 8.881 -0.447 -1.204  0.472

Charge ... +1
2S+1 ... 1
HOMO-LUMO gap ... 0.245 Ha
Lowest unoccupied orbital energy ... -4.65 eV
HOMO level ... -11.3 eV

---

Density functional theory data (ωB97M-V with the def2-TZVPD basis set) for a 2-piece molecular cluster, C4H11ClSi overall in a non-equilibrium geometry.

Last column: Mulliken charge in e.
CARTESIAN COORDINATES (ANGSTROEM)
C1 -1.420 -1.972 0.835  -0.821
C2 -1.859 -0.565 -1.221  -0.844
C3 2.654 2.069 0.752  -0.971
C4 -1.768 -0.652 0.271  -0.371
Si1 1.291 1.256 -0.266  0.329
Cl1 1.636 -0.831 -0.201  -0.258
H1 -1.574 -1.998 1.824  0.361
H2 -1.839 -2.742 0.158  0.288
H3 -0.335 -2.080 0.612  0.074
H4 -2.426 -1.392 -1.735  0.330
H5 -0.743 -0.696 -1.788  0.096
H6 -2.159 0.441 -1.520  0.296
H7 2.389 2.860 1.507  0.334
H8 3.384 1.371 1.300  0.280
H9 3.345 2.819 0.185  0.300
H10 -1.685 0.165 0.886  0.625
H11 1.108 1.946 -1.598  -0.048

2S+1 ... 1
HOMO-LUMO gap (alpha / beta) ... 0.239 / 0.306 Ha
ΔE to the lowest compared entry with this formula, charge and spin ... 125.82 kcal/mol
Lowest unoccupied orbital energy (alpha / beta) ... -0.73 / 0.69 eV
HOMO level (alpha / beta) ... -7.2 / -7.6 eV

---

Look up the 2S+1 of the eighth one.
1

---

Which value of 2S+1 does entry 7 give?
1